Here is a cluster of 3 separate species, C26H41N3O11P2S in total from the OMol25 dataset. Energies are from ωB97M-V with the def2-TZVPD basis set.

Computed properties:
Orbital gap: 0.156 Ha
HOMO energy: -7.44 eV

Last column: Löwdin charge in e.
Atoms and positions in Å:
C: 4.83708 -1.13112 5.64644  0.000
C: 5.38874 -1.03269 4.38474  -0.116
C: 4.37700 -0.71098 3.24092  -0.145
C: 3.04326 -1.35487 3.18355  0.017
C: 2.13403 -0.96851 2.11070  -0.112
C: 0.68421 -1.60570 2.05179  -0.221
N: 0.61389 -2.73535 3.00432  -0.012
C: 2.47686 0.01724 1.07157  -0.188
C: 3.81865 0.62137 1.18706  -0.330
C: 4.77421 0.27700 2.24228  -0.176
C: 6.14694 1.02465 2.23207  -0.180
C: 7.15266 0.25112 1.25029  -0.183
C: 7.69663 1.19433 0.08682  -0.291
N: 8.45185 2.36694 0.61223  -0.023
S: 4.17985 1.88206 -0.09781  0.998
C: 2.55939 2.73031 -0.16573  -0.321
C: 1.39790 1.81972 -0.11093  -0.216
C: 0.04208 2.40201 -0.17040  -0.011
C: -0.11438 3.85267 -0.23486  -0.025
C: 1.05220 4.73127 -0.24471  -0.134
C: 0.93819 6.30468 -0.26611  -0.025
C: 1.29342 6.75636 1.21285  -0.451
O: 2.41431 6.72409 1.65524  0.100
O: 0.28763 7.17292 2.09830  0.048
C: 2.41020 4.17678 -0.23348  -0.252
O: 3.58249 4.93599 -0.27936  0.000
N: 1.59499 0.39704 -0.00321  0.064
H: 5.29893 -0.68716 6.55713  0.061
H: 3.84059 -1.64580 5.68047  0.058
H: 6.48350 -1.14862 4.19592  0.104
H: 2.74407 -2.09505 3.95604  0.093
H: -0.00533 -0.78140 2.40708  0.127
H: 0.35124 -1.85356 1.01045  0.102
H: -0.24136 -2.66723 3.55022  0.070
H: 0.70690 -3.64053 2.54875  0.072
H: 6.57963 1.13729 3.26334  0.106
H: 6.05739 2.06954 1.81616  0.082
H: 6.59127 -0.57705 0.74716  0.111
H: 8.00314 -0.12227 1.88929  0.107
H: 8.42265 0.55163 -0.48827  0.102
H: 6.86496 1.53381 -0.58755  0.070
H: 7.90617 3.22551 0.55319  0.059
H: 8.63593 2.14150 1.59539  0.059
H: -0.79912 1.67207 -0.15102  0.104
H: -1.14783 4.25779 -0.27561  0.108
H: 1.70025 6.78425 -0.92258  0.123
H: -0.10932 6.65365 -0.43611  0.119
H: 0.58999 6.81294 2.95698  0.120
H: 3.67466 5.18178 -1.22220  0.127
H: 0.66728 -0.01853 0.08013  0.099
C: -3.71680 -3.33277 -2.33229  -0.131
O: -3.84637 -4.41414 -1.41599  -0.328
P: -2.42258 -5.01642 -0.68371  0.769
O: -1.85823 -3.61798 -0.47716  -0.243
O: -1.97126 -5.63208 -2.14447  -0.305
C: -2.79191 -6.65086 -2.72175  -0.106
O: -1.04712 -5.70660 0.05163  -0.306
C: 0.20910 -5.55122 -0.59112  -0.133
H: -4.59785 -3.32999 -2.97672  0.092
H: -3.68541 -2.38927 -1.78750  0.082
H: -2.82776 -3.43620 -2.95584  0.089
H: -3.33189 -6.23568 -3.57381  0.090
H: -3.51038 -7.04965 -2.00337  0.082
H: -2.15111 -7.46141 -3.07011  0.089
H: 0.36402 -4.52415 -0.92541  0.085
H: 0.29345 -6.23609 -1.43539  0.082
H: 0.98422 -5.80904 0.13215  0.091
C: -7.17678 -1.20160 -0.95889  -0.129
O: -8.34657 -0.89863 -1.70725  -0.316
P: -8.14094 -0.13580 -3.21671  0.743
O: -6.96014 -0.98377 -3.63757  -0.246
O: -7.66868 1.24942 -2.46093  -0.298
C: -8.59579 1.87220 -1.56840  -0.108
O: -8.24585 0.66115 -4.71348  -0.294
C: -7.16993 1.50173 -5.10164  -0.129
H: -7.46697 -1.30861 0.08775  0.092
H: -6.75499 -2.14724 -1.29978  0.079
H: -6.43132 -0.40876 -1.03565  0.088
H: -8.25335 1.73327 -0.54194  0.088
H: -9.59957 1.45598 -1.66947  0.083
H: -8.63043 2.93971 -1.78806  0.089
H: -6.20481 1.02332 -4.92911  0.087
H: -7.21709 2.45250 -4.56929  0.081
H: -7.27871 1.70480 -6.16766  0.093

Forces on atoms 1 to 3 (eV/Å):
0.445 -0.145 -1.408
-1.765 0.114 0.710
-0.248 -0.897 -1.060